No. 1
The following is a quantum chemistry calculation of a single C5H11N3O molecule in a non-equilibrium geometry, from OMol25.

Geometry as XYZ:
```
20
C5H11N3O, DFT ωB97M-V/def2-TZVPD
C 0.881 1.586 -1.819
C 0.584 0.154 -2.273
C 0.597 -0.884 -1.489
C -0.216 -0.416 0.860
C -1.275 0.602 0.480
H -0.107 2.077 -1.426
H 1.522 1.433 -0.884
H 1.414 2.105 -2.689
H 0.425 -0.086 -3.326
H 0.461 -1.872 -1.991
H 1.244 -1.963 1.207
H -2.228 0.413 1.080
H -0.968 1.619 0.767
H -1.438 0.587 -0.581
H -1.053 -1.313 3.701
H -1.051 0.245 3.292
N 0.721 -0.841 -0.119
N -0.031 -0.929 2.004
N -1.076 -0.699 2.948
O 1.595 -1.818 0.259
```

E ... -11877.38035 eV
LUMO energy ... 0.03453 Eh

***

No. 2
The following is a quantum chemistry calculation of a single C5H11N3O molecule in a non-equilibrium geometry, from OMol25.

Geometry as XYZ:
```
20
C5H11N3O, DFT ωB97M-V/def2-TZVPD
C 0.692 1.290 -0.070
C 0.687 0.579 -1.252
C 0.944 -0.818 -0.466
C 0.460 0.002 0.751
C -1.166 -0.085 1.103
H -0.060 2.335 1.432
H -1.033 1.895 0.499
H 1.668 1.503 0.286
H 1.402 0.968 -1.878
H -0.446 0.592 -1.439
H 1.911 -1.063 -0.181
H 1.082 -2.200 -1.993
H 0.864 -2.756 -0.382
H 0.835 -0.129 1.671
H -1.676 -1.601 -0.032
H -3.043 -0.829 0.450
N -0.067 2.389 0.270
N 0.482 -2.065 -1.047
N -2.104 -0.676 0.281
O -1.431 0.669 1.998
```

E ... -11877.19064 eV
LUMO energy ... 0.02396 Eh

***

No. 3
The following is a quantum chemistry calculation of a single C5H11N3O molecule in a non-equilibrium geometry, from OMol25.

Geometry as XYZ:
```
20
C5H11N3O, DFT ωB97M-V/def2-TZVPD
C 1.918 -0.981 -1.202
C 0.701 0.863 -1.784
C -0.745 -0.076 -0.053
C -1.847 -0.826 0.023
C -0.742 0.796 2.186
H 1.161 -1.990 -0.847
H 2.767 -1.715 -1.618
H 2.166 -0.515 -0.172
H 0.433 1.757 -2.645
H -1.648 -1.547 0.807
H -2.961 -0.327 0.407
H -2.025 -1.384 -1.072
H -0.089 1.328 3.029
H -1.204 -0.079 2.556
H -1.733 1.549 1.804
H 1.649 1.036 0.330
N 1.641 0.141 -2.329
N -0.450 0.533 -1.175
N 0.105 0.070 1.083
O 0.904 1.368 0.673
```

E ... -11872.56830 eV
LUMO energy ... 0.01372 Eh

***

No. 4
The following is a quantum chemistry calculation of 2 unconnected molecules or ions with the total composition C5H11N3O in a non-equilibrium geometry, from OMol25.

Geometry as XYZ:
```
20
C5H11N3O, DFT ωB97M-V/def2-TZVPD
C -2.027 1.163 -0.642
C -1.812 -0.287 -0.196
C -0.396 -0.699 -0.041
C 0.660 -0.679 -0.906
N 1.802 -1.133 -0.302
C 1.455 -1.434 0.915
N 0.139 -1.178 1.133
N -1.866 1.345 -2.096
H -1.260 1.765 -0.154
H -3.052 1.454 -0.423
H -2.334 -0.456 0.756
H -2.446 -0.937 -0.813
H 0.591 -0.362 -1.938
H 2.110 -1.914 1.628
H -0.403 -1.310 1.974
H -1.005 1.817 -2.333
H -1.875 0.464 -2.599
H 1.504 2.118 1.274
H 1.892 0.799 1.857
O 2.220 1.713 1.779
```

E ... -11880.95399 eV
LUMO energy ... 0.02123 Eh

***

No. 5
The following is a quantum chemistry calculation of a molecular structure, C5H11N3O2 in a non-equilibrium geometry, from OMol25.

Geometry as XYZ:
```
21
C5H11N3O2, DFT ωB97M-V/def2-TZVPD
C 2.111 -1.136 2.021
N 0.844 -0.439 2.022
C 0.357 0.100 0.874
N 0.293 -0.564 -0.237
C -0.022 0.289 -1.368
C -0.406 -0.495 -2.622
C -1.158 1.205 -0.913
O -1.416 2.308 -1.349
N -0.512 1.173 0.994
H 2.348 -1.427 3.050
H 2.044 -2.047 1.411
H 2.923 -0.505 1.627
H 0.505 -0.085 2.905
H 0.817 0.964 -1.619
H -1.229 -1.188 -2.398
H -0.719 0.190 -3.421
H 0.454 -1.075 -2.981
H -0.320 1.909 1.661
H -2.377 -0.457 -0.395
O -2.678 0.473 -0.259
H -1.860 0.806 0.997
```

E ... -13925.67788 eV
LUMO energy ... 0.01562 Eh

***

No. 6
The following is a quantum chemistry calculation of a single C5H11N3S molecule in a non-equilibrium geometry, from OMol25.

Geometry as XYZ:
```
20
C5H11N3S, DFT ωB97M-V/def2-TZVPD
C 0.397 -1.236 -0.647
C -0.917 0.835 -1.308
C 0.371 0.317 -0.626
C 1.278 -3.267 -0.017
C -0.814 2.911 1.394
N -1.824 1.030 -0.276
N 1.441 -1.871 -0.322
N 0.321 0.655 0.777
S -1.226 1.098 1.143
H -0.663 -1.862 -0.835
H -0.785 1.690 -1.935
H -1.290 -0.032 -1.962
H 1.249 0.753 -1.239
H 2.031 -3.615 -0.772
H 0.197 -3.472 -0.115
H 1.861 -3.613 0.899
H -0.127 2.802 2.141
H -1.732 3.338 1.825
H -0.479 3.548 0.471
H 0.712 -0.009 1.403
```

E ... -20660.57355 eV
LUMO energy (spin up / spin down) ... 0.03498 / -0.06189 Eh
Multiplicity ... 3

***

No. 7
The following is a quantum chemistry calculation of a gas-phase ion, C5H11N3S (charge +2) in a non-equilibrium geometry, from OMol25.

Geometry as XYZ:
```
20
C5H11N3S, DFT ωB97M-V/def2-TZVPD
C 1.812 -0.843 1.414
C -0.456 -0.762 -1.161
C 0.784 -1.930 1.151
C -2.550 0.231 -1.537
C -0.456 1.599 -1.500
N 1.681 0.224 0.724
N 2.670 -1.168 2.421
N -1.109 0.323 -1.288
S 0.436 -2.043 -0.759
H 0.998 -2.968 1.202
H -0.186 -1.671 1.450
H -2.717 0.022 -2.706
H -2.959 1.105 -1.272
H -3.047 -0.659 -1.058
H 0.354 1.656 -2.250
H 0.273 1.763 -0.780
H -1.159 2.474 -1.446
H 2.234 1.020 0.946
H 2.698 -2.088 2.772
H 2.961 -0.361 2.962
```

E ... -20647.04376 eV
LUMO energy ... -0.39815 Eh
Charge ... +2

***

No. 8
The following is a quantum chemistry calculation of a molecular structure, C5H11N4 in a non-equilibrium geometry, from OMol25.

Geometry as XYZ:
```
20
C5H11N4, DFT ωB97M-V/def2-TZVPD
C -0.745 -2.502 0.596
C -0.452 -1.228 0.916
C -1.542 -1.330 -0.979
C 1.109 1.111 -0.979
C -0.699 0.957 -0.290
N -1.326 -2.557 -0.668
N -0.932 -0.415 -0.123
N -0.751 1.732 0.881
N 1.966 0.466 -0.019
H -0.401 -3.246 1.299
H -0.265 -0.922 1.941
H -2.145 -1.265 -1.840
H 1.030 0.512 -1.927
H 1.500 2.089 -1.242
H -1.321 1.580 -0.999
H -0.216 1.326 1.601
H -1.188 2.609 0.983
H 1.393 -0.221 0.445
H 2.050 1.177 0.734
H 2.937 0.125 -0.330
```

E ... -11314.57230 eV
LUMO energy ... -0.13210 Eh
Charge ... +1

***

No. 9
The following is a quantum chemistry calculation of 2 unconnected molecules or ions with the total composition C5H11NO in a non-equilibrium geometry, from OMol25.

Geometry as XYZ:
```
18
C5H11NO, DFT ωB97M-V/def2-TZVPD
C 1.780 -1.625 -0.075
N 2.327 -0.593 -0.963
C 1.521 0.550 -1.053
C 0.176 0.770 -1.157
C -0.232 2.163 -0.775
C -1.250 2.303 0.085
H 2.190 -1.581 0.942
H 1.998 -2.611 -0.501
H 0.718 -1.592 0.165
H 3.258 -0.280 -0.763
H 2.108 1.464 -1.109
H -0.559 0.093 -0.736
H 0.429 2.971 -1.066
H -1.523 3.280 0.479
H -2.005 1.546 0.253
H -3.013 -1.872 2.195
H -2.862 -2.929 3.252
O -3.550 -2.442 2.773
```

E ... -8897.75950 eV
LUMO energy (spin up / spin down) ... 0.13204 / 0.13393 Eh
Charge ... -1
Multiplicity ... 2

***

No. 10
The following is a quantum chemistry calculation of a gas-phase ion, C5H11NO (charge -1) in a non-equilibrium geometry, from OMol25.

Geometry as XYZ:
```
18
C5H11NO, DFT ωB97M-V/def2-TZVPD
C -0.528 1.183 -0.257
C -0.775 2.662 0.124
C 0.361 0.382 0.736
N 0.891 -0.723 0.071
C 0.122 -1.210 -1.137
C -0.374 -2.768 -0.993
O 0.707 0.665 1.879
H -0.027 1.245 -1.178
H -1.509 0.713 -0.489
H -0.986 2.705 1.215
H -1.759 2.975 -0.259
H 0.074 3.301 -0.227
H 1.053 -1.507 0.797
H 0.631 -1.068 -2.053
H -0.810 -0.673 -1.429
H -1.102 -3.176 -1.772
H 0.554 -3.573 -1.003
H -0.845 -2.700 0.036
```

E ... -8898.68714 eV
LUMO energy (spin up / spin down) ... 0.14799 / 0.14566 Eh
Charge ... -1
Multiplicity ... 2

***

No. 11
The following is a quantum chemistry calculation of 2 unconnected molecules or ions with the total composition C5H11NO in a non-equilibrium geometry, from OMol25.

Geometry as XYZ:
```
18
C5H11NO, DFT ωB97M-V/def2-TZVPD
C -2.166 0.240 -0.921
C -2.261 1.203 -0.008
C -0.229 0.217 1.793
N 0.526 -0.596 1.179
C 1.197 -0.134 -0.247
O 1.107 1.108 -0.401
C 2.595 -0.768 -0.341
H -2.905 -0.554 -0.999
H -1.352 0.238 -1.641
H 0.351 -0.911 -0.697
H -1.528 2.005 0.021
H -3.078 1.242 0.711
H -0.081 1.278 1.590
H -1.000 -0.143 2.463
H 0.299 -1.585 1.136
H 2.844 -0.810 -1.404
H 2.658 -1.778 0.080
H 3.355 -0.139 0.141
```

E ... -8897.67047 eV
LUMO energy ... 0.01320 Eh

***

No. 12
The following is a quantum chemistry calculation of a single C5H11NO molecule in a non-equilibrium geometry, from OMol25.

Geometry as XYZ:
```
18
C5H11NO, DFT ωB97M-V/def2-TZVPD
C -0.073 2.541 0.178
N -0.436 1.492 -0.600
C 0.858 -1.643 1.176
C -0.020 -0.402 0.957
C 0.102 0.142 -0.462
C -0.589 -0.784 -1.478
O 0.891 2.576 0.912
H -0.746 3.410 0.058
H -1.283 1.639 -1.126
H 0.315 -2.559 0.981
H 1.703 -1.645 0.493
H 1.331 -1.630 2.158
H -1.062 -0.638 1.143
H 0.318 0.391 1.621
H 1.147 0.176 -0.763
H -0.035 -0.988 -2.387
H -1.533 -0.357 -1.855
H -0.889 -1.719 -1.008
```

E ... -8901.16464 eV
LUMO energy ... 0.03468 Eh